No. 1
A cluster of 13 separate species, C16H29BCl24F7O5PS in total at a distorted geometry. Source: the Open Molecules 2025 dataset; level of theory: ωB97M-V/def2-TZVPD.

For the electronic energy, the calculation gives -13511.0412 a.u. The HOMO-LUMO gap comes out at 7.09 eV. For the molar mass, the calculation gives 1359.11 g/mol. The net charge is 0. As for the HOMO energy: -10.34 eV. The value obtained for the LUMO energy is -0.119 Eh. Its max |F| is 9.41 eV/A.

```
84
Properties=species:S:1:pos:R:3:forces:R:3
C -2.745685 -2.528637 4.455631 1.195 0.482 0.119
B -1.403581 -2.901432 3.531020 -3.744 0.377 1.711
P -1.314762 -4.674219 2.813436 3.233 -3.210 -3.708
O -0.076051 -4.729544 1.831200 -4.208 0.123 3.382
O -2.824087 -4.992563 1.939387 3.294 1.661 2.281
O -1.177304 -5.844621 4.142601 -0.038 3.328 -1.447
S -0.122322 -1.542701 3.332866 7.087 0.971 6.117
O -0.188855 -0.573128 4.563427 -1.079 -2.625 -4.805
O 1.282606 -2.245585 3.435080 -5.180 1.727 -1.379
C -0.166076 -0.641618 1.691606 1.265 -0.820 -4.296
F -0.555755 -1.675377 0.660617 1.039 3.022 3.228
F 1.221195 -0.244157 1.360035 -4.822 -0.897 1.209
C -1.281641 0.553005 1.579508 -2.631 -0.355 -0.189
F -2.331379 0.239640 2.618828 3.236 0.876 -3.243
F -2.029459 0.522199 0.269872 2.925 0.253 4.418
C -0.733625 2.057356 1.929897 -1.097 3.361 0.712
F -1.898294 2.989604 1.690311 3.983 -3.126 0.736
F 0.358194 2.548980 1.055249 -3.763 -2.035 3.461
F -0.444116 2.166287 3.391952 -0.536 -0.471 -5.699
H -2.417307 -1.764245 5.311289 -0.856 -1.542 -1.884
H -3.230194 -3.490312 4.923631 0.765 1.976 -1.132
H -3.474929 -1.946741 3.715786 1.276 -1.226 1.547
H -2.956780 -4.156714 1.397164 0.158 -1.466 0.569
H -0.555326 -5.451969 4.839227 -1.097 -0.626 -1.431
C -0.479482 6.149181 2.228351 0.257 -0.159 -0.017
Cl -1.131914 5.863240 3.846286 0.017 -0.127 0.042
Cl -1.269669 7.530697 1.458894 0.075 -0.046 -0.091
H 0.591635 6.350472 2.307218 -0.519 0.030 0.103
H -0.643459 5.259053 1.616155 -0.082 0.265 0.170
C -6.441810 -4.820631 0.579189 -0.402 -0.331 -0.214
Cl -5.236925 -3.638340 1.104151 -0.436 0.531 -0.067
Cl -5.746375 -6.443779 0.496695 -0.132 0.108 -0.014
H -7.270404 -4.824339 1.291543 0.348 0.030 -0.081
H -6.808052 -4.539633 -0.411218 0.256 -0.043 0.238
C -3.485105 1.652868 -2.634745 0.060 0.302 0.250
Cl -5.081083 1.735083 -3.390546 0.018 0.075 0.082
Cl -2.521442 0.341196 -3.324615 0.092 -0.037 0.107
H -2.965179 2.600057 -2.797659 -0.148 -0.288 -0.075
H -3.607524 1.478839 -1.562959 -0.013 -0.068 -0.335
C 3.551055 7.552386 1.412644 0.444 -0.026 0.174
Cl 2.263404 6.705071 0.547106 0.290 -0.038 -0.256
Cl 2.896809 8.863585 2.401465 0.033 0.010 0.047
H 4.070401 6.842704 2.061230 -0.259 0.157 -0.128
H 4.252637 7.970228 0.686564 -0.400 -0.136 0.346
C 5.808657 6.515764 -1.871799 0.268 -0.170 -0.343
Cl 5.915555 5.535470 -0.404577 0.060 -0.045 -0.051
Cl 4.753190 7.912743 -1.627897 0.116 0.128 -0.515
H 6.808356 6.867358 -2.138281 -0.282 -0.028 0.181
H 5.405518 5.902150 -2.681093 -0.016 0.172 0.294
C 5.082454 11.028507 -3.998530 -0.067 -0.108 0.302
Cl 6.629015 11.363245 -4.786719 0.079 0.070 0.131
Cl 3.741894 11.170272 -5.142143 -0.045 -0.027 0.105
H 5.100859 10.012790 -3.596023 0.019 0.234 -0.244
H 4.934660 11.744504 -3.186433 0.055 -0.104 -0.311
C 0.347766 -4.724151 -1.287872 0.213 0.261 0.453
Cl -1.248214 -4.641935 -2.043673 0.010 0.087 0.076
Cl 1.311429 -6.035822 -1.977741 0.082 -0.003 -0.014
H 0.867691 -3.776961 -1.450786 -0.141 -0.278 -0.123
H 0.225347 -4.898179 -0.216085 -0.015 -0.060 -0.329
C -3.028091 -6.486831 -5.103733 0.399 -0.086 0.012
Cl -4.315743 -7.334147 -5.969270 0.067 -0.066 -0.049
Cl -3.682338 -5.175632 -4.114912 -0.082 0.018 -0.092
H -2.508746 -7.196513 -4.455147 -0.241 0.199 -0.100
H -2.326510 -6.068989 -5.829813 -0.293 -0.040 0.171
C 6.646568 8.334205 -7.584154 0.271 -0.087 -0.261
Cl 5.994137 8.048266 -5.966218 0.006 -0.206 0.072
Cl 5.856382 9.715723 -8.353611 0.089 -0.081 -0.045
H 7.717686 8.535498 -7.505287 -0.330 0.046 0.071
H 6.482592 7.444078 -8.196351 -0.084 0.256 0.214
C 0.181998 -8.751207 3.780906 0.027 0.318 -0.022
Cl -0.846054 -8.404578 2.385163 -0.016 -0.045 -0.070
Cl 0.906710 -10.358570 3.653534 0.073 -0.024 0.124
H 0.978452 -8.004703 3.830165 -0.124 -0.215 -0.195
H -0.423702 -8.704890 4.689191 0.304 -0.215 -1.135
C 0.397775 0.046958 -5.977512 -0.375 0.029 -0.086
Cl 1.602660 1.229248 -5.452550 -0.080 0.095 0.004
Cl 1.093210 -1.576191 -6.060007 -0.105 -0.022 -0.024
H -0.430819 0.043249 -5.265159 0.324 -0.010 -0.122
H 0.031533 0.327955 -6.967920 0.224 -0.086 0.238
C -2.392095 -8.823383 7.438834 -0.268 -0.086 0.431
Cl -0.845534 -8.488644 6.650644 -0.181 0.092 1.141
Cl -3.732655 -8.681617 6.295222 0.029 -0.012 0.102
H -2.373690 -9.839100 7.841340 0.054 0.245 -0.242
H -2.539889 -8.107385 8.250931 0.065 -0.113 -0.307
```
Forces are in eV/Å.

These are the Mulliken partial charges, in e, on atoms 1 to 2: C -0.740; B 0.278

No. 2
A structure of composition C16H29ClN5O9Rb. Source: the Open Molecules 2025 dataset; level of theory: ωB97M-V/def2-TZVPD.

For the electronic energy, the calculation gives -2062.2108 a.u. The HOMO-LUMO gap comes out at 6.70 eV. For the molar mass, the calculation gives 556.36 g/mol. The net charge is -2. As for the HOMO energy: -2.80 eV. The calculation puts the energy above the lowest of the compared OMol25 structures with the same formula, charge and spin at 0.176 eV. The value obtained for the LUMO energy is 0.143 Eh. Its max |F| is 0.19 eV/A.

```
61
Properties=species:S:1:pos:R:3:forces:R:3
Rb -0.072039 0.473533 -0.089017 -0.032 -0.045 0.018
O 1.488101 0.942706 -2.547718 0.012 -0.069 0.020
C 2.744658 1.542938 -2.287398 0.016 -0.011 -0.017
C 2.744507 2.542601 -1.139244 -0.019 0.078 0.035
N 2.477747 2.001038 0.181803 -0.087 -0.066 0.014
C 3.537684 1.106338 0.647278 0.021 0.020 -0.027
C 3.527748 -0.343219 0.092935 -0.049 0.012 0.024
O 4.620433 -0.787586 -0.310651 0.010 -0.010 -0.013
O 2.425729 -0.950510 0.147804 0.006 0.074 0.002
C 2.278812 3.086763 1.137588 0.017 0.050 -0.022
C 1.614431 2.679617 2.482828 -0.004 -0.011 -0.012
O 2.153196 3.111516 3.516755 0.001 0.001 0.008
O 0.551862 2.005917 2.383078 0.063 -0.027 0.008
H 0.813032 1.611684 -2.737954 0.028 0.038 -0.013
H 3.102843 2.072878 -3.182276 0.016 0.020 0.014
H 3.442150 0.728723 -2.091838 -0.018 -0.010 0.005
H 1.979293 3.298266 -1.351956 -0.016 -0.016 0.003
H 3.719878 3.073684 -1.155397 0.026 -0.050 -0.038
H 3.428428 1.011926 1.730553 -0.004 -0.002 0.002
H 4.528801 1.546634 0.448686 -0.004 0.011 0.009
H 1.604246 3.820658 0.680747 0.004 -0.005 -0.013
H 3.227859 3.604088 1.354850 0.000 -0.010 0.027
N -0.610348 -1.861721 2.435990 0.017 -0.003 0.027
C -1.319246 -0.891374 3.278950 0.016 0.024 -0.032
C -2.709413 -0.619795 2.713760 0.002 0.038 -0.028
N -2.675057 0.415407 1.687884 0.013 -0.119 0.008
C -2.787748 1.754090 2.249559 0.001 0.053 -0.009
C -2.826787 2.850868 1.196361 0.009 -0.008 0.029
N -1.550744 2.973780 0.525577 -0.019 0.072 0.022
H 0.390880 -1.700905 2.468411 0.004 0.003 -0.050
H -0.877779 -1.741602 1.464660 0.005 -0.043 -0.007
H -0.783387 0.061641 3.358695 0.004 -0.004 0.004
H -1.409567 -1.307919 4.288141 -0.027 -0.002 0.002
H -3.397733 -0.343370 3.530780 0.007 -0.004 0.013
H -3.088403 -1.546729 2.271152 -0.002 -0.008 0.017
H -3.382457 0.267239 0.979287 -0.018 0.048 0.006
H -1.922107 1.923632 2.896677 0.004 0.004 -0.005
H -3.693619 1.843043 2.878834 0.001 -0.018 0.002
H -3.150062 3.771268 1.712522 -0.008 0.002 -0.012
H -3.590582 2.625919 0.444537 0.000 -0.013 -0.001
H -0.788087 3.093526 1.187291 0.015 -0.010 -0.001
H -1.560308 3.684255 -0.192145 -0.003 0.000 0.001
O -2.812528 1.998141 -4.052244 0.022 -0.014 0.047
Cl -2.358837 2.241997 -2.704982 -0.091 0.022 -0.078
O -3.050876 3.390392 -2.163389 0.025 -0.035 0.001
O -0.931979 2.516917 -2.719733 0.056 0.068 0.002
O -2.609967 1.082698 -1.881863 -0.036 -0.017 -0.044
C 0.302926 -6.405855 -2.630960 0.004 -0.019 -0.002
C -0.056295 -5.075147 -2.029377 0.041 0.014 0.001
C -1.370501 -4.753075 -1.713165 -0.003 0.013 -0.001
C -1.648336 -3.500976 -1.187431 -0.061 0.018 -0.058
N -0.726300 -2.570607 -0.964345 0.093 -0.054 0.092
C 0.543285 -2.879904 -1.254966 -0.152 0.108 0.042
C 0.909075 -4.109568 -1.784187 0.043 -0.019 -0.023
H -0.431504 -7.169424 -2.371161 -0.001 0.003 0.001
H 1.283697 -6.738093 -2.289612 0.000 0.004 0.003
H 0.340829 -6.337668 -3.720868 -0.005 0.008 0.002
H -2.170110 -5.468070 -1.870230 -0.009 0.008 0.005
H -2.669760 -3.229783 -0.937553 0.004 -0.003 0.003
H 1.293845 -2.125785 -1.023915 0.067 -0.067 -0.006
H 1.956472 -4.297636 -1.988396 -0.007 -0.018 -0.005
```
Forces are in eV/Å.

These are the natural (NBO) partial charges, in e, on atoms 1 to 2: Rb 0.903; O -0.750

No. 3
A structure of composition C16H29N2V at a distorted geometry. Source: the Open Molecules 2025 dataset; level of theory: ωB97M-V/def2-TZVPD.

For the electronic energy, the calculation gives -1679.8028 a.u. The HOMO-LUMO gap (alpha / beta) comes out at 6.97 / 4.92 eV. For the molar mass, the calculation gives 300.37 g/mol. The net charge is +2. The spin multiplicity is 3. As for the HOMO energy (alpha / beta): -15.39 / -15.13 eV. The value obtained for the LUMO energy (alpha / beta) is -0.309 / -0.375 Eh. Its max |F| is 6.49 eV/A.

```
48
Properties=species:S:1:pos:R:3:forces:R:3
C 0.626440 2.016277 -0.396392 1.288 0.038 -0.264
H 1.098440 2.371677 0.523108 0.095 -0.129 -0.062
H 1.406340 1.958777 -1.166892 -0.036 0.086 0.152
H 1.153840 0.049077 0.899308 1.951 0.534 1.063
C -0.497560 2.956577 -0.820192 -0.773 -0.355 0.134
H -1.207060 2.432277 -1.472192 -0.076 0.141 -0.093
H -1.068560 3.268277 0.062908 0.046 -0.067 -0.141
C 0.030940 4.202577 -1.550592 0.294 -0.006 -0.044
H -0.790260 4.846977 -1.886392 0.100 -0.225 0.140
H 0.679440 4.794477 -0.894392 -0.126 -0.138 -0.103
H 0.619840 3.918177 -2.430792 -0.120 0.052 0.136
C -0.819260 -1.976423 -0.986592 0.154 0.192 -0.715
C -1.229460 -0.921823 -1.896892 0.411 -0.885 0.315
C -0.052860 -0.333523 -2.440092 0.818 0.019 0.284
C 1.093840 -0.975723 -1.839992 -0.460 0.258 -0.633
C 0.604940 -2.025723 -0.971992 -0.513 0.098 0.010
C 1.451540 -3.033523 -0.254192 0.028 0.222 0.172
C 2.522840 -0.727623 -2.219692 0.022 0.151 0.215
C 0.014340 0.720277 -3.500692 -0.020 0.121 0.017
C -2.644960 -0.604723 -2.276992 0.072 0.328 0.258
C -1.747060 -2.918523 -0.278992 -0.031 0.133 0.207
V 0.000940 0.000277 -0.172492 -2.719 0.015 -0.560
H 3.201540 -1.005023 -1.409192 -0.049 0.010 -0.150
H 2.800240 -1.311423 -3.107892 -0.151 0.070 0.179
H 2.692940 0.328077 -2.451692 -0.019 -0.173 -0.016
H 2.469440 -2.664123 -0.107992 -0.109 -0.092 -0.059
H 1.037240 -3.275123 0.727908 0.005 -0.079 -0.120
H 1.511440 -3.965323 -0.832692 -0.063 0.216 0.071
H -2.712760 -2.449023 -0.072592 0.098 -0.102 -0.048
H -1.935760 -3.808723 -0.894192 0.086 0.215 0.086
H -1.324660 -3.253023 0.671808 -0.055 -0.043 -0.114
H -2.725660 0.393077 -2.715892 -0.006 -0.169 0.014
H -3.022160 -1.327223 -3.013392 0.188 0.076 0.167
H -3.308060 -0.642423 -1.408492 0.001 -0.063 -0.114
H 0.853440 1.403777 -3.337992 -0.116 -0.122 -0.055
H 0.154340 0.256677 -4.485892 -0.035 0.039 0.201
H -0.903360 1.311877 -3.537992 0.128 -0.074 -0.053
C 1.046640 -0.683123 5.179408 2.094 -1.515 0.379
N -0.013060 -0.003123 4.474108 0.105 0.111 -5.332
C -1.071760 0.697177 5.182908 -1.370 0.788 0.278
C 0.000940 0.000277 3.088408 0.019 0.119 -1.402
N 0.000940 0.000277 1.827508 -0.471 -0.397 6.457
H 0.939340 -0.621123 6.286108 -0.290 0.188 -0.984
H 2.044040 -0.254123 4.912108 -0.815 -0.275 0.250
H 1.055640 -1.768523 4.903808 -0.009 0.871 0.305
H -1.052560 1.764977 4.907408 -0.123 -0.429 0.223
H -2.041360 0.246977 4.902208 0.382 0.349 0.266
H -0.943660 0.610177 6.283308 0.166 -0.101 -0.914
```
Forces are in eV/Å.

These are the natural (NBO) partial charges, in e, on atoms 1 to 2: C -0.665; H 0.235

- Look up the electronic energy of the first one.
  -13511.0412 a.u.